1.
C106H130N6O22 | ωB97M-V/def2-TZVPD

Calculated values
Structure (SMILES) = O=C1c2ccccc2C(=O)c2ccccc21.O=C1c2ccccc2C(=O)c2ccccc21.O=C1c2ccccc2C(=O)c2ccccc21.O=C1c2ccccc2C(=O)c2ccccc21.O=C1c2ccccc2C(=O)c2ccccc21.COCCNCCOC.COCCNCCOC.COCCNCCOC.COCCNCCOC.COCCNCCOC.COCCNCCOC
Max |F| = 3.3 eV/A
Orbital gap = 7.3 eV

Atoms and positions in Å:
O -5.272 5.705 1.055
O -1.424 0.192 -5.158
O -2.615 -0.995 -1.226
O 0.219 -4.158 5.623
O -0.426 -0.112 2.715
O 5.462 -2.837 0.999
O -2.052 -6.968 3.074
O -0.213 -4.525 -3.265
O 2.172 -8.519 2.043
O 2.796 4.872 -3.402
O 0.919 -0.246 -2.448
O -1.881 1.911 -9.836
O 6.237 -0.023 -7.602
O 2.394 0.383 4.089
O 3.199 4.401 -7.798
O -0.165 0.686 8.404
O 3.094 -10.757 7.642
O 3.010 7.705 4.401
O -4.563 2.192 5.754
O -1.488 5.831 -7.930
O -0.174 5.455 0.710
O -6.492 0.017 2.318
N 1.556 -9.250 5.657
N 0.160 4.906 -4.664
N -2.037 -6.038 -0.391
N -3.609 3.323 3.134
N -0.449 0.072 -8.087
N -0.189 -1.335 6.475
C 3.487 -1.699 3.826
C 2.337 9.268 2.251
C 2.859 -8.887 6.105
C -2.721 -2.654 1.035
C 1.122 3.172 4.040
C 1.816 -3.504 -0.056
C -3.564 -0.822 -0.464
C 1.069 7.381 1.421
C 3.982 -0.879 1.108
C -0.375 5.744 -7.004
C 5.945 3.541 -10.952
C -4.476 0.953 -1.917
C 4.171 -0.508 -0.186
C 1.939 5.815 3.621
C 0.199 1.029 -9.008
C 0.620 3.896 2.972
C 1.785 10.023 1.239
C -2.768 -3.356 2.239
C 0.790 6.040 -3.995
C 2.226 -9.304 3.211
C -1.593 2.794 -1.251
C -1.410 1.510 8.521
C -5.393 2.430 4.615
C 0.871 -1.383 -0.348
C 2.524 -11.329 8.810
C -0.911 1.709 -1.736
C -5.603 0.455 0.172
C -4.636 -1.337 1.714
C -1.150 6.646 -9.035
C -3.677 -2.993 3.228
C 3.273 -0.031 1.941
C -0.413 -3.514 -4.287
C -0.907 5.115 -5.660
C 2.669 2.644 -5.781
C 3.406 -3.406 5.435
C 0.280 -0.076 -6.870
C 2.996 -0.371 3.342
C -4.572 0.259 -0.749
C 3.081 -9.311 7.544
C -4.559 2.246 3.352
C 0.558 5.957 1.533
C 5.687 1.914 -8.803
C 4.178 0.317 -5.671
C 2.477 5.032 4.686
C 6.654 1.657 -9.738
C -1.353 -4.663 -2.435
C 2.874 -7.336 2.157
C -0.668 0.759 0.510
C -1.078 -3.632 5.855
C 1.534 -2.474 -0.887
C -0.172 -0.255 1.526
C 2.786 1.229 1.479
C -3.070 -6.937 4.080
C -0.140 0.062 6.078
C 0.894 -2.407 1.870
C -1.842 2.816 0.124
C -4.160 4.657 2.757
C -1.773 3.292 -9.410
C -1.390 1.845 0.987
C 0.969 9.482 0.261
C 4.041 -4.282 4.592
C 1.032 5.205 2.777
C 4.448 1.243 -6.662
C -0.392 0.779 -0.853
C 3.741 0.737 -0.644
C 4.983 3.813 -10.022
C -2.706 -0.269 -4.989
C -1.059 -2.109 5.520
C -5.510 1.834 -2.225
C -1.533 -6.709 0.821
C -5.696 -0.298 1.454
C 3.154 0.506 -4.780
C 2.152 3.725 4.831
C 0.480 -5.352 6.322
C 3.557 4.136 -2.505
C -0.639 1.266 -10.213
C 3.655 2.400 -6.725
C -2.663 -6.863 1.842
C -3.653 -1.586 0.802
C 4.809 3.039 -8.903
C 4.280 -2.504 3.051
C 0.590 8.151 0.383
C -6.630 1.355 -0.098
C 5.531 0.972 -7.690
C 3.109 1.595 0.196
C -4.633 -2.052 2.926
C -5.324 2.156 6.916
C 2.413 1.743 -4.795
C 1.449 -3.493 1.288
C -5.099 4.468 1.596
C -6.188 5.771 -0.025
C -6.532 2.021 -1.309
C 4.477 -3.835 3.360
C 3.054 -2.112 5.049
C 1.654 5.509 -2.792
C 0.513 0.772 7.184
C 2.425 7.166 3.493
C 3.833 3.367 -7.797
C 0.473 -0.266 -1.310
C 1.256 -8.789 4.305
C 0.601 -1.360 0.994
C -0.465 -0.638 -5.714
C 4.668 -2.117 1.642
C 6.862 2.499 -10.813
C 2.005 7.932 2.287
C -1.056 -5.783 -1.427
H -6.089 6.688 -0.579
H -3.060 -0.905 -5.820
H 3.761 -9.402 5.663
H -3.050 3.471 3.942
H 0.757 2.145 4.239
H 1.915 -10.280 2.915
H -1.338 4.116 -5.841
H -0.250 6.269 -9.517
H 2.671 3.084 5.562
H -3.318 -7.733 1.623
H 1.313 -7.718 4.254
H 7.608 2.300 -11.579
H -1.264 3.847 -10.199
H 3.115 -7.819 6.088
H -1.529 -3.759 -1.865
H -4.621 1.803 7.683
H -0.127 7.685 -0.316
H -3.984 1.294 3.500
H 4.730 -1.190 -0.822
H -2.823 3.582 -9.314
H 2.198 3.628 -5.746
H -0.197 -2.569 -3.856
H -2.352 3.654 0.570
H 3.266 -9.324 3.552
H -7.192 5.641 0.343
H 0.651 -5.027 7.359
H 1.186 -0.670 -7.015
H -1.402 0.413 -7.963
H 2.410 -6.496 2.704
H 1.099 4.770 -2.245
H -1.345 -3.667 6.944
H -0.833 1.463 -2.793
H -0.998 7.719 -8.778
H -2.761 -6.631 -0.801
H 1.924 6.302 -2.100
H -0.802 -6.020 1.242
H 1.505 0.378 7.389
H 0.511 1.995 -8.530
H -0.267 -6.145 6.315
H -0.855 0.345 -10.734
H -3.728 -7.818 4.042
H -3.629 -5.980 4.054
H -1.635 2.018 2.032
H -1.139 2.448 8.052
H -7.445 1.620 0.597
H 0.027 6.740 -6.782
H -1.923 6.560 -9.803
H 3.925 4.664 -1.627
H -0.903 -1.618 -6.029
H -3.680 0.878 -2.635
H 3.019 -6.987 1.138
H 1.824 -4.343 1.857
H 3.055 -3.730 6.413
H 3.896 1.017 -1.693
H 1.541 -10.238 5.689
H 3.975 -8.889 8.050
H 1.415 -11.417 8.766
H -2.247 -4.904 -3.051
H 4.296 -5.316 4.917
H -2.066 -4.166 2.323
H 1.853 -2.487 -1.896
H 3.192 5.458 5.349
H -0.542 -1.421 7.418
H -1.406 1.663 9.612
H -3.382 5.300 2.397
H -0.128 -5.463 -0.960
H 2.982 9.643 3.024
H -1.148 0.458 5.912
H -6.246 1.735 4.608
H -1.961 -2.876 0.313
H 0.735 -2.172 2.924
H -5.205 2.138 2.485
H -1.415 -3.529 -4.680
H -1.017 -7.652 0.732
H 1.687 1.988 -3.991
H -5.399 -1.774 3.628
H 1.467 6.613 -4.674
H 2.194 -8.983 8.107
H 7.167 0.707 -9.715
H -4.658 3.696 0.888
H -6.062 4.002 1.822
H 3.891 -7.486 2.584
H 0.323 -3.667 -5.074
H 3.001 -0.226 -4.003
H 0.223 -0.956 -4.956
H -0.831 -6.666 -2.071
H 4.273 4.617 -10.221
H -0.314 4.382 -3.936
H 1.076 0.521 -9.432
H 2.323 -1.587 5.646
H -0.151 3.483 2.321
H 0.308 0.105 5.103
H -2.805 -0.814 -3.993
H 0.658 10.093 -0.557
H 0.397 5.114 -7.467
H -4.755 5.183 3.508
H -0.015 1.933 -10.825
H -1.989 3.451 -2.004
H -5.778 3.093 7.261
H -3.771 -3.540 4.195
H 2.140 11.056 1.158
H 2.304 -4.390 -0.406
H 4.439 3.815 -3.038
H -2.126 -1.792 5.538
H 0.637 1.811 6.833
H -3.389 0.595 -4.831
H -6.041 4.918 -0.719
H -1.254 3.377 -8.463
H -1.765 5.790 -5.384
H 3.046 3.254 -2.113
H 5.970 4.236 -11.814
H -2.357 1.120 8.133
H -1.865 -4.148 5.260
H 4.897 -0.504 -5.542
H -0.634 -1.907 4.522
H 2.132 1.845 2.088
H 0.614 0.944 -6.504
H 5.059 -4.459 2.682
H 2.731 -10.799 9.758
H -0.060 6.665 -3.719
H 0.213 -9.018 4.061
H -7.302 2.715 -1.544
H -2.517 -7.005 5.002
H -3.344 -6.018 1.771
H -6.196 1.451 6.799
H 2.933 -12.364 8.877
H -5.481 2.426 -3.146
H 2.770 2.591 -0.121
H -5.852 3.413 4.666
H 1.455 -5.721 5.994

Atoms 1-6, force components in eV/Å:
-0.2 1.9 -1.4
0.4 1.7 -0.3
-1.0 -0.1 0.4
-0.9 -0.3 -0.7
0.1 -0.1 -0.8
-1.9 2.1 1.0

Atomic partial charges in e from the Löwdin method, atoms 1 to 99: -0.167 -0.171 0.092 -0.201 0.095 0.074 -0.187 -0.190 -0.173 -0.186 0.085 -0.209 0.092 0.086 0.102 -0.194 -0.211 0.117 -0.184 -0.230 0.098 0.088 -0.033 -0.076 -0.054 -0.038 -0.036 -0.034 -0.109 0.000 -0.256 0.039 -0.051 -0.048 -0.235 -0.083 -0.099 -0.188 -0.074 -0.008 -0.002 -0.082 -0.232 -0.008 -0.063 -0.047 -0.174 -0.201 -0.041 -0.034 -0.209 -0.055 -0.126 -0.006 -0.086 -0.082 -0.132 -0.064 -0.074 -0.079 -0.181 -0.032 -0.054 -0.231 -0.264 -0.076 -0.216 -0.192 -0.244 -0.092 -0.022 0.008 -0.017 -0.230 -0.145 -0.053 -0.207 0.000 -0.264 0.035 -0.087 -0.250 0.011 -0.055 -0.164 -0.079 -0.022 -0.052 -0.067 -0.072 -0.065 -0.132 -0.046 -0.036 -0.128 -0.167 -0.037 -0.185 -0.278



2.
C4H9N2OS | ωB97M-V/def2-TZVPD

Calculated values
Structure (SMILES) = CC1(N([O-])SN)CC1
Max |F| = 4.1 eV/A
Charge = -1
Orbital gap = 6.6 eV

Atoms and positions in Å:
S 1.363 -1.553 -1.200
O 1.154 -0.605 1.401
N 2.762 -0.951 -0.456
N 0.248 -1.115 0.539
C -1.142 0.167 -1.233
C -0.601 0.095 0.149
C -1.430 0.413 1.357
C -0.227 1.199 -0.708
H 0.795 1.078 -1.104
H 2.265 -0.628 0.530
H -0.738 -0.459 -1.918
H 3.308 -1.816 -0.094
H -0.885 1.020 1.959
H -0.609 2.124 -0.562
H -2.184 1.004 0.927
H -2.241 0.420 -1.403
H -1.840 -0.394 1.816

Atoms 1-6, force components in eV/Å:
-0.1 0.1 0.8
-0.2 -0.9 -0.4
1.2 -1.7 1.2
0.4 1.9 -0.4
-3.7 1.3 1.2
-0.2 -2.8 1.2

Now the natural (NBO) charges, all in e: 0.122 -0.665 -1.042 -0.142 -0.435 0.079 -0.586 -0.458 0.236 0.395 0.221 0.326 0.207 0.191 0.175 0.172 0.203



3.
C2H8N2O | ωB97M-V/def2-TZVPD

Calculated values
Structure (SMILES) = [H]/N=C\NC.O
Max |F| = 3.0 eV/A
Orbital gap = 10.0 eV

Atoms and positions in Å:
O -1.012 0.983 -2.014
N 1.159 1.776 0.643
N -0.121 -0.218 0.602
C 0.033 -1.695 0.519
C 1.072 0.521 0.534
H -0.679 1.255 -1.156
H -1.001 0.038 0.225
H 0.340 2.154 1.110
H 0.382 -2.162 1.443
H -1.888 1.387 -1.955
H -0.936 -2.073 0.211
H 1.815 -0.111 0.044
H 0.837 -1.854 -0.205

Atoms 1-6, force components in eV/Å:
-0.7 0.3 0.4
0.9 0.1 0.6
1.4 -2.0 1.5
0.5 1.4 -0.1
-2.4 -0.2 -1.8
0.8 0.1 0.0

Now the natural (NBO) charges, all in e: -0.921 -0.678 -0.662 -0.407 0.284 0.461 0.392 0.332 0.193 0.462 0.207 0.155 0.183



Please write out number 3 again, unchanged.
C2H8N2O | ωB97M-V/def2-TZVPD

Calculated values
Structure (SMILES) = [H]/N=C\NC.O
Max |F| = 3.0 eV/A
Orbital gap = 10.0 eV

Atoms and positions in Å:
O -1.012 0.983 -2.014
N 1.159 1.776 0.643
N -0.121 -0.218 0.602
C 0.033 -1.695 0.519
C 1.072 0.521 0.534
H -0.679 1.255 -1.156
H -1.001 0.038 0.225
H 0.340 2.154 1.110
H 0.382 -2.162 1.443
H -1.888 1.387 -1.955
H -0.936 -2.073 0.211
H 1.815 -0.111 0.044
H 0.837 -1.854 -0.205

Atoms 1-6, force components in eV/Å:
-0.7 0.3 0.4
0.9 0.1 0.6
1.4 -2.0 1.5
0.5 1.4 -0.1
-2.4 -0.2 -1.8
0.8 0.1 0.0

Now the natural (NBO) charges, all in e: -0.921 -0.678 -0.662 -0.407 0.284 0.461 0.392 0.332 0.193 0.462 0.207 0.155 0.183



Copy entry 2 word for word.
C4H9N2OS | ωB97M-V/def2-TZVPD

Calculated values
Structure (SMILES) = CC1(N([O-])SN)CC1
Max |F| = 4.1 eV/A
Charge = -1
Orbital gap = 6.6 eV

Atoms and positions in Å:
S 1.363 -1.553 -1.200
O 1.154 -0.605 1.401
N 2.762 -0.951 -0.456
N 0.248 -1.115 0.539
C -1.142 0.167 -1.233
C -0.601 0.095 0.149
C -1.430 0.413 1.357
C -0.227 1.199 -0.708
H 0.795 1.078 -1.104
H 2.265 -0.628 0.530
H -0.738 -0.459 -1.918
H 3.308 -1.816 -0.094
H -0.885 1.020 1.959
H -0.609 2.124 -0.562
H -2.184 1.004 0.927
H -2.241 0.420 -1.403
H -1.840 -0.394 1.816

Atoms 1-6, force components in eV/Å:
-0.1 0.1 0.8
-0.2 -0.9 -0.4
1.2 -1.7 1.2
0.4 1.9 -0.4
-3.7 1.3 1.2
-0.2 -2.8 1.2

Now the natural (NBO) charges, all in e: 0.122 -0.665 -1.042 -0.142 -0.435 0.079 -0.586 -0.458 0.236 0.395 0.221 0.326 0.207 0.191 0.175 0.172 0.203